# 1
A 2-piece molecular cluster, C5H13NSi overall in a non-equilibrium geometry. Source: the Open Molecules 2025 dataset; level of theory: ωB97M-V/def2-TZVPD.

Positions of all 20 atoms, in Å:
1 C -2.93 2.48 0.47
2 C -2.48 2.50 -0.77
3 C 2.91 -1.73 -0.14
4 C 1.86 -2.28 0.74
5 C 0.57 -2.42 0.33
6 N -0.44 0.90 0.52
7 Si -1.15 1.20 -1.05
8 H -3.62 3.16 1.06
9 H -2.38 1.70 1.08
10 H -3.03 3.34 -1.41
11 H 3.75 -2.51 -0.09
12 H 2.65 -1.58 -1.15
13 H 3.40 -0.77 0.31
14 H 0.02 1.87 -1.59
15 H 2.12 -2.70 1.72
16 H -0.19 -2.85 0.94
17 H 0.48 -2.22 -0.77
18 H 0.48 0.38 0.36
19 H -0.44 1.57 1.18
20 H -1.57 -0.02 -1.73

orbital gap	10.19	eV
net charge	0
ΔE to the lowest compared entry with this formula, charge and spin	67.41	kcal/mol
highest occupied orbital energy	-9.139	eV
SMILES	C=C[SiH2]N.C=CC
E_tot	-14761.137	eV
F_max	0.09475	Eh/bohr


# 2
C5H13O2 as an isolated structure in a non-equilibrium geometry. Source: the Open Molecules 2025 dataset; level of theory: ωB97M-V/def2-TZVPD.

Positions of all 20 atoms, in Å:
1 C 1.29 1.18 -1.38
2 O 0.08 1.67 -0.92
3 H 1.29 0.08 -1.45
4 H 1.43 1.58 -2.40
5 H 2.13 1.50 -0.73
6 C 0.78 -0.51 1.57
7 O -0.35 -0.02 0.89
8 C -0.43 1.38 0.78
9 H 0.77 -1.60 1.47
10 H 1.73 -0.15 1.14
11 H 0.75 -0.20 2.63
12 H -1.49 1.58 0.54
13 H 0.49 1.87 1.16
14 C -0.98 2.03 2.93
15 C -2.08 1.11 3.34
16 H -0.03 1.93 3.47
17 H -1.26 3.06 2.68
18 H -1.73 0.07 3.39
19 H -2.91 1.13 2.61
20 H -2.49 1.37 4.33

orbital gap (spin up / spin down)	9.05 / 8.47	eV
spin multiplicity	2
net charge	0
ΔE to the lowest compared entry with this formula, charge and spin	77.42	kcal/mol
highest occupied orbital energy (spin up / spin down)	-8.147 / -8.809	eV
E_tot	-9485.567	eV
F_max	0.11151	Eh/bohr


# 3
C5H13O2Tl as an isolated structure in a non-equilibrium geometry. Source: the Open Molecules 2025 dataset; level of theory: ωB97M-V/def2-TZVPD.

Positions of all 21 atoms, in Å:
1 C -1.05 -2.63 -0.59
2 O -0.82 -1.25 -0.30
3 C -0.58 -0.45 -1.47
4 H -0.17 -3.06 -1.08
5 H -1.24 -3.15 0.36
6 H -1.93 -2.73 -1.23
7 H 0.36 -0.80 -1.93
8 H -1.41 -0.64 -2.17
9 C 1.67 1.45 1.86
10 O 0.65 0.95 1.01
11 C 0.70 1.46 -0.32
12 C -0.51 1.02 -1.12
13 H 1.54 1.00 2.85
14 H 2.66 1.18 1.46
15 H 1.58 2.54 1.94
16 H 1.64 1.12 -0.79
17 H 0.72 2.56 -0.26
18 H -0.47 1.57 -2.07
19 H -1.44 1.34 -0.62
20 H -1.41 -0.92 2.91
21 Tl -0.49 -0.59 1.54

orbital gap	10.75	eV
net charge	+2
ΔE to the lowest compared entry with this formula, charge and spin	0.00	kcal/mol
highest occupied orbital energy	-20.121	eV
E_tot	-14163.081	eV
F_max	0.10682	Eh/bohr


# 4
A 3-piece molecular cluster, C5H13O3 overall in a non-equilibrium geometry. Source: the Open Molecules 2025 dataset; level of theory: ωB97M-V/def2-TZVPD.

Positions of all 21 atoms, in Å:
1 C 0.51 0.43 1.76
2 O 0.35 -0.98 1.60
3 C -0.46 1.55 1.00
4 C -1.33 1.20 -0.29
5 C -2.30 0.12 -0.10
6 C -2.52 -1.03 -0.73
7 H 1.45 0.71 1.36
8 H 0.48 0.73 2.78
9 H -1.20 2.13 1.61
10 H 0.17 2.36 0.61
11 H -0.62 0.97 -1.16
12 H -1.83 2.13 -0.65
13 H -2.69 0.23 0.89
14 H -1.86 -1.48 -1.46
15 H -3.30 -1.73 -0.48
16 H 3.15 0.87 -1.62
17 H 2.12 -0.25 -1.70
18 O 2.63 0.45 -2.34
19 H 1.44 -2.34 -0.99
20 H 1.00 -1.23 0.71
21 O 1.81 -1.57 -0.48

orbital gap	8.46	eV
net charge	-1
ΔE to the lowest compared entry with this formula, charge and spin	32.37	kcal/mol
highest occupied orbital energy	-4.563	eV
E_tot	-11537.139	eV
F_max	0.06150	Eh/bohr


# 5
C5H13O3P3 as an isolated structure in a non-equilibrium geometry. Source: the Open Molecules 2025 dataset; level of theory: ωB97M-V/def2-TZVPD.

Positions of all 24 atoms, in Å:
1 C -0.41 -0.31 1.64
2 C -0.38 -0.99 -1.36
3 C 0.24 2.48 0.90
4 C -2.74 0.04 0.17
5 C 2.23 -0.77 -2.36
6 O 1.86 1.04 2.50
7 O -1.81 -2.49 0.52
8 O 1.67 0.30 0.05
9 P 0.90 0.86 1.40
10 P -1.30 -1.13 0.20
11 P 1.27 -0.94 -0.84
12 H -0.27 -1.20 2.37
13 H -1.32 0.25 2.08
14 H -0.57 -2.03 -1.92
15 H -0.30 2.87 1.70
16 H 1.22 3.08 0.57
17 H -0.43 2.52 -0.08
18 H -3.61 -0.57 0.52
19 H -2.62 0.88 0.98
20 H -2.91 0.39 -0.89
21 H 1.61 -0.26 -2.98
22 H 3.27 -0.31 -2.20
23 H 2.42 -1.79 -2.72
24 H 1.96 -1.92 -0.24

orbital gap	9.54	eV
net charge	0
ΔE to the lowest compared entry with this formula, charge and spin	7.59	kcal/mol
highest occupied orbital energy	-8.929	eV
E_tot	-39405.402	eV
F_max	0.10519	Eh/bohr


# 6
A 2-piece molecular cluster, C5H13PS overall in a non-equilibrium geometry. Source: the Open Molecules 2025 dataset; level of theory: ωB97M-V/def2-TZVPD.

Positions of all 20 atoms, in Å:
1 C -1.80 -1.57 0.57
2 C -2.31 0.67 1.50
3 C 1.58 1.46 -1.84
4 C 1.46 -1.05 -0.61
5 C -1.44 -0.35 1.31
6 P 0.45 0.57 -0.61
7 S 1.08 1.79 1.07
8 H -2.09 -1.42 -0.39
9 H -1.04 -2.36 0.62
10 H -2.61 -2.01 1.07
11 H -2.07 1.54 2.03
12 H -3.28 0.54 1.12
13 H 2.33 1.43 0.43
14 H 1.62 1.06 -2.86
15 H 1.30 2.50 -1.80
16 H 2.62 1.34 -1.42
17 H 1.35 -1.44 0.42
18 H 0.94 -1.68 -1.28
19 H 2.40 -0.80 -1.04
20 H -0.50 -0.21 1.72

orbital gap	9.17	eV
net charge	0
ΔE to the lowest compared entry with this formula, charge and spin	65.80	kcal/mol
highest occupied orbital energy	-8.323	eV
SMILES	CP(C)S.C=CC
E_tot	-25518.072	eV
F_max	0.06161	Eh/bohr


# 7
A 2-piece molecular cluster, C5H14 overall in a non-equilibrium geometry. Source: the Open Molecules 2025 dataset; level of theory: ωB97M-V/def2-TZVPD.

Positions of all 19 atoms, in Å:
1 C 2.04 -0.15 0.25
2 C 0.91 0.89 0.12
3 C 3.40 0.27 -0.31
4 H 2.14 -0.46 1.29
5 H 1.68 -1.08 -0.21
6 H 0.90 1.24 -0.91
7 H 3.83 -0.59 -0.81
8 H 3.30 1.05 -1.06
9 H 1.08 1.70 0.83
10 H -0.07 0.41 0.24
11 H 4.06 0.49 0.53
12 C -2.93 -1.22 0.30
13 C -3.19 0.17 -0.32
14 H -3.85 -1.82 0.28
15 H -2.25 -1.81 -0.32
16 H -2.58 -1.15 1.33
17 H -3.59 0.81 0.48
18 H -2.22 0.57 -0.62
19 H -3.86 0.13 -1.18

orbital gap (spin up / spin down)	2.48 / 11.76	eV
spin multiplicity	2
net charge	-1
ΔE to the lowest compared entry with this formula, charge and spin	6.25	kcal/mol
highest occupied orbital energy (spin up / spin down)	1.519 / -7.824	eV
E_tot	-5410.238	eV
F_max	0.02483	Eh/bohr


# 8
A 2-piece molecular cluster, C5H14 overall in a non-equilibrium geometry. Source: the Open Molecules 2025 dataset; level of theory: ωB97M-V/def2-TZVPD.

Positions of all 19 atoms, in Å:
1 C 2.84 1.21 -0.29
2 C 2.32 0.08 0.63
3 H 2.09 1.96 -0.37
4 H 3.71 1.59 0.26
5 H 3.07 1.10 -1.29
6 H 3.24 -0.35 1.05
7 H 1.78 -0.72 0.13
8 H 1.73 0.31 1.48
9 C -1.68 0.04 -0.38
10 C -1.16 -1.37 -0.86
11 C -2.85 -0.01 0.71
12 H -0.86 0.59 0.24
13 H -1.95 0.75 -1.10
14 H -1.90 -2.18 -0.64
15 H -2.56 -0.62 1.63
16 H -2.94 1.00 1.13
17 H -0.04 -1.70 -0.73
18 H -1.04 -1.19 -2.06
19 H -3.80 -0.49 0.48

orbital gap	11.86	eV
net charge	0
ΔE to the lowest compared entry with this formula, charge and spin	40.18	kcal/mol
highest occupied orbital energy	-10.795	eV
SMILES	CCC.CC
E_tot	-5410.307	eV
F_max	0.10037	Eh/bohr


# 9
A 2-piece molecular cluster, C5H14 overall in a non-equilibrium geometry. Source: the Open Molecules 2025 dataset; level of theory: ωB97M-V/def2-TZVPD.

Positions of all 19 atoms, in Å:
1 C -0.17 -0.73 3.41
2 C 0.52 -0.42 1.99
3 H -0.64 -1.66 3.40
4 H 0.65 -0.82 4.20
5 H -0.92 0.05 3.56
6 H 1.59 -0.69 1.88
7 H 0.20 0.62 1.83
8 H -0.08 -1.09 1.44
9 C -0.76 0.48 -1.75
10 C -0.11 -0.46 -2.82
11 C 0.46 1.21 -1.27
12 H -1.59 1.16 -2.27
13 H -1.36 -0.11 -1.00
14 H 0.91 -0.65 -2.47
15 H -0.16 -0.01 -3.79
16 H 0.20 2.22 -1.22
17 H 0.72 0.98 -0.21
18 H -0.68 -1.35 -2.89
19 H 1.24 1.27 -2.01

orbital gap	11.90	eV
net charge	0
ΔE to the lowest compared entry with this formula, charge and spin	38.22	kcal/mol
highest occupied orbital energy	-10.766	eV
SMILES	CCC.CC
E_tot	-5410.392	eV
F_max	0.06624	Eh/bohr


# 10
A 2-piece molecular cluster, C5H14 overall in a non-equilibrium geometry. Source: the Open Molecules 2025 dataset; level of theory: ωB97M-V/def2-TZVPD.

Positions of all 19 atoms, in Å:
1 C 0.33 0.10 2.07
2 C 1.31 1.21 2.41
3 C 0.69 -0.60 0.76
4 H 0.31 -0.52 2.96
5 H -0.71 0.42 1.95
6 H 1.61 1.90 1.61
7 H 2.25 0.73 2.70
8 H 1.76 -0.60 0.58
9 H 0.43 -1.66 0.70
10 H 1.11 1.85 3.27
11 H 0.23 -0.07 -0.07
12 C -0.84 -1.02 -2.53
13 C -1.44 0.35 -2.19
14 H -0.13 -1.06 -3.34
15 H -0.49 -1.64 -1.71
16 H -1.68 -1.55 -2.96
17 H -0.85 1.19 -2.56
18 H -1.43 0.49 -1.11
19 H -2.45 0.47 -2.55

orbital gap	12.41	eV
net charge	0
ΔE to the lowest compared entry with this formula, charge and spin	11.87	kcal/mol
highest occupied orbital energy	-11.260	eV
SMILES	CCC.CC
E_tot	-5411.535	eV
F_max	0.02927	Eh/bohr


# 11
A 2-piece molecular cluster, C5H14 overall in a non-equilibrium geometry. Source: the Open Molecules 2025 dataset; level of theory: ωB97M-V/def2-TZVPD.

Positions of all 19 atoms, in Å:
1 C 1.31 0.15 -1.28
2 C 0.69 1.50 -1.69
3 C 0.31 -0.99 -1.46
4 H 2.13 -0.07 -1.96
5 H 1.61 0.14 -0.25
6 H -0.05 1.82 -0.99
7 H -0.54 -1.02 -0.77
8 H 0.19 1.35 -2.65
9 H 1.47 2.26 -1.71
10 H -0.10 -1.03 -2.48
11 H 0.77 -1.98 -1.35
12 C -1.55 0.09 1.70
13 C -0.39 -0.64 2.35
14 H -1.28 1.13 1.51
15 H -2.08 -0.39 0.90
16 H -2.30 0.26 2.50
17 H -0.67 -1.59 2.82
18 H 0.06 -0.06 3.14
19 H 0.43 -0.93 1.68

orbital gap	12.65	eV
net charge	0
ΔE to the lowest compared entry with this formula, charge and spin	5.59	kcal/mol
highest occupied orbital energy	-11.452	eV
SMILES	CCC.CC
E_tot	-5411.807	eV
F_max	0.03591	Eh/bohr


# 12
A 2-piece molecular cluster, C5H14 overall in a non-equilibrium geometry. Source: the Open Molecules 2025 dataset; level of theory: ωB97M-V/def2-TZVPD.

Positions of all 19 atoms, in Å:
1 C -0.45 -0.99 2.12
2 C 1.09 -0.94 1.82
3 C -1.22 -0.89 0.80
4 H -0.66 -1.93 2.66
5 H -0.75 -0.17 2.78
6 H 1.38 0.11 1.84
7 H -2.00 -1.69 0.82
8 H -1.65 0.09 0.65
9 H 1.28 -1.41 0.85
10 H 1.55 -1.42 2.69
11 H -0.63 -1.21 -0.07
12 C -0.27 0.72 -2.19
13 C 0.78 1.81 -2.06
14 H 0.10 -0.12 -2.78
15 H -0.74 0.48 -1.21
16 H -1.22 1.06 -2.64
17 H 1.57 1.85 -2.83
18 H 1.48 1.83 -1.19
19 H 0.36 2.81 -2.05

orbital gap	12.03	eV
net charge	0
ΔE to the lowest compared entry with this formula, charge and spin	20.10	kcal/mol
highest occupied orbital energy	-10.876	eV
SMILES	CCC.CC
E_tot	-5411.178	eV
F_max	0.04767	Eh/bohr